Formula: C32H58N4O15
Source: the OMol25 dataset
Level of theory: wB97M-V/def2-TZVPD

Results
HOMO energy, eV: -9.7004
HOMO-LUMO gap, eV: 9.7
LUMO level, Eh: 0.0008
SMILES: C[C@H]1COC(=O)O1.COC(=O)OC.COC(=O)OC.COC(=O)OC.COC(=O)OC.CCCC#N.CCCC#N.CCCC#N.CCCC#N

XYZ file:
```
109
C32H58N4O15 wB97M-V/def2-TZVPD
C 10.653 -6.526 25.541
C 9.347 -5.762 25.140
C 8.595 -5.009 26.225
O 8.129 -3.913 25.360
C 8.823 -3.800 24.318
O 8.753 -2.862 23.541
O 9.630 -4.821 24.173
H 10.389 -7.410 26.191
H 11.269 -5.849 26.120
H 11.128 -6.860 24.681
H 8.544 -6.407 24.656
H 9.464 -4.710 26.916
H 7.887 -5.544 26.744
C 10.905 -11.514 23.937
O 11.893 -10.603 24.321
C 12.190 -9.720 23.437
O 11.661 -9.590 22.140
O 13.094 -8.784 23.830
C 13.477 -7.738 22.980
H 9.833 -11.189 23.879
H 10.836 -12.266 24.711
H 11.008 -12.059 23.033
H 14.334 -7.360 23.511
H 12.771 -6.893 22.896
H 13.502 -7.990 21.933
C 10.902 -5.033 21.123
O 9.589 -5.406 20.879
C 9.154 -5.623 19.702
O 10.018 -5.876 18.649
O 7.869 -5.581 19.626
C 7.151 -5.926 18.403
H 11.642 -5.376 20.431
H 11.124 -5.343 22.118
H 11.078 -4.044 21.151
H 7.620 -6.791 17.950
H 7.436 -5.195 17.674
H 6.073 -6.010 18.509
C 18.852 1.165 20.957
O 18.217 0.164 21.711
C 17.194 0.297 22.524
O 16.476 1.551 22.583
O 16.855 -0.685 23.322
C 15.663 -0.661 24.019
H 18.107 1.449 20.141
H 19.590 0.780 20.328
H 19.355 2.006 21.407
H 15.657 -1.129 25.042
H 14.907 -1.234 23.411
H 15.327 0.393 24.108
C 12.721 -3.696 24.464
O 14.080 -3.507 24.464
C 14.769 -3.969 23.479
O 14.170 -4.631 22.346
O 16.089 -3.874 23.650
C 16.900 -4.120 22.525
H 12.179 -3.070 25.155
H 12.521 -4.714 24.643
H 12.316 -3.371 23.482
H 17.889 -4.404 22.976
H 16.974 -3.227 21.975
H 16.672 -4.962 21.949
C 18.553 -2.024 17.707
C 18.598 -2.948 19.010
C 19.542 -2.371 20.057
C 21.000 -2.671 19.695
N 22.140 -2.702 19.397
H 18.765 -0.979 17.910
H 17.485 -2.033 17.418
H 19.062 -2.321 16.763
H 18.782 -4.026 18.659
H 17.607 -2.934 19.413
H 19.313 -2.695 21.073
H 19.453 -1.242 20.082
C 15.433 -6.368 19.480
C 15.777 -7.473 20.555
C 17.267 -7.815 20.518
C 18.213 -6.766 20.717
N 18.950 -5.907 20.956
H 16.021 -5.462 19.737
H 14.332 -6.242 19.495
H 15.846 -6.659 18.549
H 15.255 -8.433 20.301
H 15.501 -7.183 21.545
H 17.450 -8.323 19.556
H 17.469 -8.422 21.360
C 14.102 -3.535 18.032
C 14.237 -3.110 19.534
C 14.062 -1.572 19.762
C 15.394 -0.919 19.365
N 16.394 -0.434 19.095
H 14.221 -4.548 17.956
H 14.792 -3.102 17.343
H 13.082 -3.281 17.773
H 15.303 -3.269 19.774
H 13.683 -3.657 20.267
H 14.160 -1.313 20.790
H 13.350 -1.068 19.211
C 11.502 1.658 25.240
C 11.948 0.202 25.012
C 10.764 -0.586 24.390
C 11.174 -0.887 23.015
N 11.534 -1.054 21.914
H 12.363 2.202 25.757
H 10.653 1.763 25.891
H 11.374 2.168 24.291
H 12.164 -0.231 25.960
H 12.782 0.156 24.338
H 9.856 -0.034 24.293
H 10.615 -1.547 24.846
```

Mulliken population analysis, charges in e, atoms 1 to 5: C -1.080; C 0.349; C -0.529; O -0.346; C 0.558

=====

Formula: C32H58O19S5
Source: the OMol25 dataset
Level of theory: wB97M-V/def2-TZVPD

Results
Multiplicity: 2
HOMO energy (alpha / beta), eV: -11.8289 / -11.8287
Net charge: +1
HOMO-LUMO gap (alpha / beta), eV: 9.1 / 2.2
LUMO level (alpha / beta), Eh: -0.1005 / -0.3524

XYZ file:
```
114
C32H58O19S5 wB97M-V/def2-TZVPD
C -0.765 -0.105 0.836
C 0.164 -1.222 0.226
C 0.050 -1.388 -1.276
O 1.396 -1.167 -1.661
C 2.291 -1.251 -0.665
O 3.507 -1.486 -0.744
O 1.545 -0.911 0.489
H -1.824 -0.159 0.583
H -0.437 0.894 0.550
H -0.599 -0.114 1.913
H -0.162 -2.194 0.594
H -0.638 -0.685 -1.745
H -0.288 -2.385 -1.557
C 3.011 -0.484 -4.394
C 1.678 0.243 -4.615
C 1.174 1.190 -3.537
O 0.668 2.397 -4.086
C 1.054 2.376 -5.364
O 0.730 3.278 -6.084
O 1.668 1.157 -5.705
H 3.244 -0.765 -3.367
H 3.906 0.126 -4.515
H 3.142 -1.398 -4.974
H 1.043 -0.587 -4.924
H 1.970 1.395 -2.821
H 0.297 0.777 -3.040
C -2.723 -4.286 2.972
C -1.651 -4.465 1.933
C -1.200 -5.889 1.690
O -1.405 -6.211 0.308
C -1.733 -5.081 -0.270
O -1.834 -4.926 -1.489
O -2.086 -4.139 0.602
H -2.385 -4.819 3.861
H -3.600 -4.861 2.676
H -3.048 -3.260 3.142
H -0.752 -3.868 2.085
H -1.783 -6.605 2.271
H -0.130 -6.077 1.782
C 0.306 4.597 2.457
C -0.338 4.782 1.020
C -1.762 4.193 1.095
S -2.407 4.755 2.652
O -3.188 3.666 3.205
O -3.024 6.085 2.522
C -0.752 4.803 3.559
H 1.148 5.272 2.610
H 0.623 3.556 2.516
H 0.427 4.188 0.519
H -0.415 5.845 0.790
H -1.725 3.119 1.277
H -2.437 4.539 0.312
H -0.949 3.929 4.180
H -0.755 5.597 4.305
C 3.923 3.773 2.197
C 3.648 2.249 2.397
C 4.027 1.374 1.105
S 3.483 2.485 -0.293
O 2.051 2.292 -0.463
O 4.300 2.495 -1.484
C 3.588 4.145 0.694
H 5.004 3.894 2.257
H 3.458 4.422 2.940
H 2.574 2.178 2.575
H 4.103 1.920 3.331
H 3.686 0.339 1.123
H 5.108 1.235 1.111
H 2.698 4.686 0.372
H 4.521 4.568 0.324
C -3.792 2.743 -4.214
C -2.345 2.844 -3.753
C -2.290 3.756 -2.492
S -3.727 3.229 -1.501
O -4.402 4.384 -0.918
O -3.434 2.002 -0.681
C -4.717 2.687 -3.004
H -3.979 1.837 -4.789
H -4.170 3.453 -4.949
H -1.649 3.126 -4.542
H -2.006 1.855 -3.443
H -2.509 4.757 -2.863
H -1.393 3.810 -1.875
H -5.532 3.393 -3.164
H -5.059 1.703 -2.684
C -5.258 -3.267 0.212
C -5.873 -1.897 0.402
C -5.196 -1.050 -0.647
S -4.292 -2.033 -1.937
O -2.850 -1.993 -1.732
O -4.782 -1.895 -3.297
C -4.983 -3.622 -1.263
H -5.802 -4.082 0.691
H -4.305 -3.126 0.722
H -5.861 -1.511 1.421
H -6.943 -1.910 0.194
H -4.717 -0.154 -0.251
H -6.010 -0.504 -1.123
H -4.360 -4.417 -1.673
H -5.976 -3.737 -1.697
C 6.378 -4.268 1.925
C 6.566 -4.196 3.477
C 5.302 -3.609 4.115
S 4.126 -3.061 2.869
O 3.704 -1.683 3.075
O 3.150 -4.131 2.522
C 5.496 -3.125 1.586
H 5.864 -5.155 1.555
H 7.360 -4.307 1.452
H 7.464 -3.584 3.563
H 6.945 -5.099 3.955
H 5.612 -2.656 4.545
H 4.800 -4.193 4.886
H 6.169 -2.281 1.737
H 4.862 -3.062 0.702
```

Mulliken population analysis, charges in e, atoms 1 to 5: C -1.403; C 1.569; C -0.049; O -0.268; C 0.576

=====

Formula: C32H60BrClNO3
Source: the OMol25 dataset
Level of theory: wB97M-V/def2-TZVPD

Results
HOMO energy, eV: -11.8323
Net charge: +1
HOMO-LUMO gap, eV: 8.9
LUMO level, Eh: -0.1077

XYZ file:
```
98
C32H60BrClNO3 wB97M-V/def2-TZVPD
C -0.654 -11.062 -2.474
C -0.376 -10.230 -1.206
C -1.070 -8.876 -1.259
C -1.121 -8.082 0.064
C -0.130 -8.491 1.144
C -0.509 -7.858 2.490
C -0.559 -6.323 2.483
C -1.904 -5.733 2.948
C -2.515 -4.720 1.964
C -3.465 -3.719 2.663
C -2.958 -2.262 2.636
C -3.982 -1.318 1.993
C -4.161 -1.582 0.499
C -2.945 -1.212 -0.350
C -2.667 0.288 -0.389
C -1.755 0.642 -1.565
C -1.832 2.126 -1.941
C -0.592 2.580 -2.721
N 0.418 3.199 -1.801
C 1.861 2.722 -1.924
C 2.736 4.007 -1.787
C 4.055 3.540 -1.192
C 5.129 4.608 -1.011
C 5.341 5.533 -2.217
Br 6.807 3.627 -0.663
C 1.791 4.883 -0.956
C 2.155 6.333 -0.664
C 1.868 6.697 0.802
C 2.998 6.257 1.745
C 3.026 7.092 3.008
O 3.388 8.434 2.706
C 2.484 9.392 3.030
O 2.759 10.583 2.975
C 0.502 4.675 -1.782
C -0.760 5.438 -1.364
C -0.971 6.611 -2.288
O -0.862 7.781 -1.972
Cl -1.387 6.167 -3.969
H -1.112 -12.009 -2.214
H 0.245 -11.269 -3.039
H -1.374 -10.549 -3.103
H -0.795 -10.783 -0.372
H 0.693 -10.149 -1.047
H -0.649 -8.289 -2.071
H -2.095 -9.082 -1.557
H -0.894 -7.048 -0.185
H -2.135 -8.058 0.450
H 0.880 -8.199 0.871
H -0.127 -9.563 1.310
H 0.193 -8.194 3.249
H -1.467 -8.293 2.760
H -0.262 -5.905 1.529
H 0.180 -5.982 3.203
H -2.621 -6.538 3.072
H -1.808 -5.262 3.921
H -1.713 -4.183 1.466
H -3.066 -5.266 1.206
H -4.424 -3.790 2.164
H -3.621 -4.010 3.695
H -2.004 -2.185 2.126
H -2.773 -1.945 3.657
H -3.633 -0.297 2.115
H -4.922 -1.475 2.509
H -5.022 -1.003 0.171
H -4.390 -2.627 0.305
H -3.131 -1.601 -1.345
H -2.074 -1.714 0.059
H -3.588 0.855 -0.507
H -2.180 0.561 0.541
H -2.028 0.073 -2.446
H -0.734 0.363 -1.296
H -2.704 2.271 -2.568
H -1.992 2.732 -1.051
H -0.158 1.722 -3.214
H -0.884 3.284 -3.491
H 0.141 2.865 -0.880
H 2.000 1.975 -1.155
H 2.036 2.289 -2.900
H 2.786 4.357 -2.810
H 3.870 3.056 -0.237
H 4.469 2.789 -1.859
H 4.980 5.173 -0.107
H 4.686 5.302 -3.045
H 5.225 6.561 -1.895
H 6.358 5.451 -2.570
H 1.573 4.345 -0.028
H 3.186 6.538 -0.916
H 1.533 6.990 -1.265
H 0.942 6.214 1.098
H 1.747 7.769 0.895
H 2.848 5.221 2.038
H 3.948 6.338 1.230
H 3.759 6.691 3.699
H 2.054 7.030 3.492
H 1.477 9.058 3.320
H 0.753 5.019 -2.782
H -1.622 4.790 -1.490
H -0.701 5.834 -0.361
```

Mulliken population analysis, charges in e, atoms 1 to 5: C -1.198; C -0.165; C -0.861; C -0.363; C -0.665

=====

no.,calculated total energy (Ha)
1,-2601.3993
2,-4674.0760
3,-4569.7165